--- w ---
Formula: C18H54O9
Source: the Open Molecules 2025 dataset
Level of theory: ωB97M-V/def2-TZVPD

Calculated values
Lowest unoccupied orbital energy ... 0.097 eV
SMILES ... CCO.CCO.CCO.CCO.CCO.CCO.CCO.CCO.CCO
Gap between HOMO and LUMO ... 9.5 eV
HOMO energy ... -9.4239 eV

```
! wB97M-V def2-TZVPD RIJCOSX def2/J DEFGRID3
* xyz 0 1
C 9.19 -17.90 16.29
C 9.30 -18.87 15.08
O 9.29 -18.04 13.92
H 10.13 -17.35 16.35
H 9.23 -18.41 17.25
H 8.42 -17.13 16.27
H 8.42 -19.50 14.98
H 10.22 -19.44 15.12
H 8.46 -18.12 13.45
C 11.73 -27.67 20.67
C 12.81 -27.02 19.79
O 12.26 -26.89 18.40
H 11.16 -26.80 20.99
H 12.12 -28.05 21.61
H 11.12 -28.38 20.11
H 13.79 -27.49 19.87
H 12.97 -25.99 20.12
H 12.15 -27.75 17.97
C 12.95 -19.00 17.68
C 14.33 -19.59 17.97
O 15.28 -18.57 18.15
H 12.22 -19.72 18.02
H 12.84 -18.68 16.64
H 12.60 -18.20 18.33
H 14.68 -20.20 17.14
H 14.21 -20.21 18.86
H 16.15 -18.89 17.89
C 7.60 -21.31 17.49
C 6.15 -21.24 17.24
O 5.54 -20.86 18.43
H 8.00 -20.30 17.61
H 8.14 -21.78 16.66
H 7.83 -21.92 18.36
H 5.78 -22.15 16.78
H 5.85 -20.39 16.63
H 5.17 -21.62 18.89
C 14.13 -23.19 14.62
C 13.06 -24.23 14.33
O 11.84 -23.61 14.58
H 14.26 -22.70 15.59
H 14.00 -22.39 13.88
H 15.09 -23.67 14.44
H 13.35 -25.04 15.00
H 13.06 -24.72 13.36
H 11.74 -23.55 15.53
C 6.71 -26.11 19.34
C 6.71 -24.61 19.00
O 5.44 -24.22 18.48
H 7.69 -26.40 19.73
H 6.62 -26.78 18.49
H 5.85 -26.34 19.96
H 7.45 -24.23 18.29
H 7.13 -23.99 19.80
H 5.40 -24.77 17.69
C 11.05 -22.01 17.13
C 11.24 -23.26 17.95
O 12.11 -24.09 17.17
H 10.58 -21.13 17.55
H 10.53 -22.22 16.19
H 12.05 -21.77 16.76
H 10.26 -23.67 18.15
H 11.80 -23.05 18.86
H 12.33 -24.86 17.69
C 11.70 -22.19 22.47
C 13.22 -22.20 22.39
O 13.58 -22.29 21.06
H 11.35 -21.23 22.07
H 11.38 -22.29 23.51
H 11.34 -23.07 21.94
H 13.56 -23.12 22.87
H 13.58 -21.27 22.83
H 14.08 -23.10 20.94
C 9.78 -27.10 15.14
C 8.64 -26.74 16.10
O 8.02 -27.90 16.60
H 10.55 -26.34 14.99
H 9.25 -27.11 14.19
H 10.15 -28.12 15.27
H 7.80 -26.17 15.70
H 9.03 -26.10 16.89
H 8.49 -28.10 17.40
*
```

---

--- x ---
Formula: C18H54O9
Source: the Open Molecules 2025 dataset
Level of theory: ωB97M-V/def2-TZVPD

Calculated values
Lowest unoccupied orbital energy ... 0.154 eV
SMILES ... CCO.CCO.CCO.CCO.CCO.CCO.CCO.CCO.CCO
Gap between HOMO and LUMO ... 10.2 eV
HOMO energy ... -10.0092 eV

```
! wB97M-V def2-TZVPD RIJCOSX def2/J DEFGRID3
* xyz 0 1
C -0.51 0.66 0.36
C -0.51 1.62 -0.79
O 0.60 1.31 -1.64
H -0.82 -0.35 0.09
H -1.19 1.03 1.13
H 0.51 0.56 0.73
H -0.47 2.65 -0.43
H -1.44 1.52 -1.34
H 0.26 1.04 -2.50
C 1.91 1.59 -7.63
C 0.42 1.61 -7.48
O -0.02 0.72 -6.47
H 2.26 0.56 -7.74
H 2.34 1.91 -6.69
H 2.22 2.27 -8.43
H -0.09 1.39 -8.42
H 0.11 2.62 -7.19
H -0.94 0.58 -6.71
C -6.91 0.99 1.46
C -8.40 1.24 1.38
O -8.70 1.18 -0.04
H -6.70 -0.06 1.25
H -6.59 1.20 2.48
H -6.38 1.66 0.78
H -8.70 2.19 1.82
H -8.93 0.44 1.90
H -9.64 1.22 -0.20
C 5.67 -3.40 -1.83
C 4.42 -2.48 -1.81
O 4.83 -1.14 -1.47
H 6.21 -3.35 -0.88
H 6.41 -3.13 -2.58
H 5.45 -4.44 -2.06
H 3.70 -2.87 -1.09
H 3.89 -2.50 -2.76
H 4.05 -0.59 -1.59
C -1.63 -2.17 7.35
C -0.80 -1.02 6.92
O -1.24 0.16 7.58
H -1.46 -2.36 8.41
H -1.34 -3.02 6.72
H -2.68 -1.95 7.18
H -0.91 -0.90 5.84
H 0.27 -1.15 7.09
H -0.87 0.91 7.12
C -2.66 9.78 -3.42
C -2.27 9.15 -2.05
O -2.92 9.95 -1.11
H -2.51 9.26 -4.36
H -2.19 10.75 -3.54
H -3.72 10.02 -3.48
H -1.20 9.26 -1.88
H -2.56 8.11 -1.90
H -3.61 9.41 -0.72
C -1.17 -4.38 -3.10
C -2.40 -4.77 -3.87
O -2.79 -6.07 -3.55
H -0.38 -5.13 -3.22
H -1.25 -4.33 -2.01
H -0.78 -3.40 -3.36
H -2.28 -4.73 -4.95
H -3.25 -4.09 -3.74
H -3.51 -6.30 -4.16
C 5.87 1.41 5.35
C 5.63 1.48 3.83
O 6.29 0.38 3.17
H 5.48 0.45 5.69
H 5.37 2.23 5.86
H 6.92 1.48 5.65
H 5.97 2.39 3.34
H 4.57 1.38 3.59
H 6.00 0.31 2.25
C 2.79 -6.33 2.48
C 2.30 -5.11 3.26
O 2.12 -5.44 4.61
H 2.09 -7.16 2.63
H 3.76 -6.63 2.87
H 2.84 -6.13 1.41
H 1.36 -4.79 2.81
H 3.07 -4.35 3.13
H 1.36 -6.01 4.65
*
```

---

Tell me which of them is the least stable. Sure, it is w.

---

--- w ---
Formula: C18H54O9
Source: the Open Molecules 2025 dataset
Level of theory: ωB97M-V/def2-TZVPD

Calculated values
Lowest unoccupied orbital energy ... 0.289 eV
SMILES ... CCO.CCO.CCO.CCO.CCO.CCO.CCO.CCO.CCO
Gap between HOMO and LUMO ... 10.0 eV
HOMO energy ... -9.6806 eV

```
! wB97M-V def2-TZVPD RIJCOSX def2/J DEFGRID3
* xyz 0 1
C -0.54 2.95 4.33
C -0.92 2.54 2.90
O 0.28 2.82 2.07
H -1.37 2.61 4.95
H -0.45 4.03 4.43
H 0.32 2.43 4.76
H -1.81 2.98 2.45
H -1.18 1.49 2.84
H 0.17 2.48 1.18
C -1.57 5.41 -1.38
C -0.11 5.21 -1.68
O 0.41 6.20 -2.50
H -2.06 4.47 -1.13
H -2.12 5.90 -2.18
H -1.74 5.92 -0.43
H 0.06 4.22 -2.11
H 0.41 5.25 -0.72
H 1.07 5.84 -3.11
C 0.93 -0.77 3.85
C 1.16 -1.45 5.21
O 2.43 -1.94 5.10
H 1.75 -0.06 3.74
H -0.02 -0.24 3.83
H 1.10 -1.46 3.02
H 0.40 -2.19 5.46
H 0.96 -0.73 6.01
H 2.38 -2.88 4.91
C 0.66 -0.55 -5.05
C 0.60 0.44 -6.21
O 1.67 1.35 -5.92
H -0.21 -1.20 -5.21
H 0.63 -0.18 -4.03
H 1.56 -1.16 -5.05
H -0.31 1.02 -6.10
H 0.65 -0.01 -7.20
H 1.47 2.02 -6.58
C -2.73 -2.65 -2.12
C -3.30 -3.97 -1.58
O -4.66 -4.11 -1.93
H -1.65 -2.68 -1.96
H -3.20 -1.80 -1.63
H -2.78 -2.59 -3.21
H -3.30 -4.00 -0.49
H -2.64 -4.81 -1.80
H -5.03 -4.86 -1.45
C 3.06 -3.02 0.04
C 2.92 -4.06 1.17
O 4.15 -4.36 1.74
H 3.66 -3.42 -0.78
H 3.61 -2.12 0.32
H 2.12 -2.59 -0.32
H 2.48 -4.98 0.79
H 2.34 -3.57 1.95
H 3.95 -4.65 2.63
C -0.90 -0.23 0.22
C 0.26 0.45 -0.43
O 0.03 1.82 -0.49
H -1.87 0.06 -0.17
H -0.90 -0.20 1.31
H -0.87 -1.30 0.00
H 0.44 0.01 -1.41
H 1.12 0.14 0.17
H 0.73 2.19 -1.04
C 4.14 1.16 -1.55
C 3.56 0.69 -2.87
O 2.47 1.54 -3.18
H 5.06 0.70 -1.19
H 3.43 1.14 -0.72
H 4.38 2.19 -1.80
H 3.18 -0.32 -3.05
H 4.37 0.78 -3.59
H 2.27 1.46 -4.12
C -4.04 -1.07 2.21
C -3.78 -1.47 3.65
O -5.10 -1.41 4.33
H -3.14 -0.62 1.80
H -4.88 -0.40 2.05
H -3.98 -2.01 1.66
H -3.04 -0.82 4.11
H -3.26 -2.43 3.66
H -5.29 -0.52 4.64
*
```

---

--- x ---
Formula: C18H54O9
Source: the Open Molecules 2025 dataset
Level of theory: ωB97M-V/def2-TZVPD

Calculated values
Lowest unoccupied orbital energy ... 0.320 eV
SMILES ... CCO.CCO.CCO.CCO.CCO.CCO.CCO.CCO.CCO
Gap between HOMO and LUMO ... 9.8 eV
HOMO energy ... -9.4367 eV

```
! wB97M-V def2-TZVPD RIJCOSX def2/J DEFGRID3
* xyz 0 1
C -0.02 -2.76 3.98
C 1.17 -3.61 4.43
O 2.27 -2.78 4.20
H 0.10 -2.31 2.99
H -0.14 -1.86 4.59
H -0.85 -3.43 4.17
H 1.22 -4.54 3.86
H 1.24 -3.97 5.45
H 2.97 -2.99 4.82
C 2.63 4.50 0.98
C 2.31 3.37 0.02
O 1.24 2.68 0.46
H 3.48 5.02 0.52
H 2.86 4.18 1.99
H 1.77 5.18 0.96
H 3.14 2.66 -0.02
H 2.09 3.83 -0.95
H 1.23 1.82 0.03
C -1.70 3.70 2.38
C -1.19 4.93 1.84
O -0.52 5.71 2.81
H -0.96 3.07 2.87
H -2.30 3.10 1.70
H -2.38 3.84 3.23
H -2.02 5.58 1.55
H -0.56 4.81 0.96
H -1.11 5.86 3.55
C -0.59 -4.74 1.04
C -0.88 -6.02 1.81
O -0.07 -7.09 1.28
H -1.20 -3.89 1.34
H -0.68 -4.93 -0.02
H 0.46 -4.49 1.22
H -1.94 -6.27 1.83
H -0.61 -5.95 2.86
H -0.17 -7.71 2.00
C -2.87 -1.76 -2.96
C -3.34 -1.53 -4.43
O -2.97 -0.25 -4.87
H -1.79 -1.72 -2.79
H -3.30 -2.70 -2.61
H -3.29 -0.93 -2.41
H -4.40 -1.60 -4.68
H -2.93 -2.33 -5.05
H -3.25 0.30 -4.14
C 1.72 0.43 -3.68
C 0.36 1.01 -3.77
O -0.11 0.88 -5.12
H 1.67 -0.62 -3.95
H 2.14 0.52 -2.67
H 2.34 1.04 -4.34
H 0.34 2.03 -3.39
H -0.38 0.53 -3.13
H -1.01 0.58 -4.97
C -2.24 5.00 -3.12
C -1.47 4.46 -1.93
O -1.59 3.04 -1.94
H -2.11 6.06 -3.32
H -3.32 4.91 -3.03
H -1.82 4.54 -4.02
H -1.82 4.84 -0.97
H -0.42 4.69 -2.15
H -1.00 2.72 -1.25
C 4.57 -3.00 0.99
C 3.12 -3.38 1.06
O 2.33 -2.26 1.35
H 4.81 -2.60 1.98
H 4.66 -2.15 0.32
H 5.31 -3.76 0.75
H 2.93 -4.21 1.74
H 2.80 -3.76 0.10
H 2.12 -2.14 2.28
C -1.51 0.37 0.21
C -0.40 -0.60 0.64
O 0.83 -0.18 0.03
H -1.76 0.22 -0.84
H -1.26 1.43 0.17
H -2.43 0.27 0.79
H -0.74 -1.53 0.19
H -0.26 -0.60 1.72
H 1.47 -0.76 0.45
*
```

---

Tell me which of them is the least stable. Sure, it is w.

---

--- w ---
Formula: C5H9N2
Source: the Open Molecules 2025 dataset
Level of theory: ωB97M-V/def2-TZVPD

Calculated values
Lowest unoccupied orbital energy ... -5.714 eV
SMILES ... CC1(C)C=NC=[NH+]1
Gap between HOMO and LUMO ... 10.1 eV
HOMO energy ... -15.8238 eV

```
! wB97M-V def2-TZVPD RIJCOSX def2/J DEFGRID3
* xyz 1 1
C 0.85 -1.15 -0.01
C 2.05 0.67 0.03
C -0.17 -0.13 -0.07
C -1.11 -0.03 -1.19
C -0.95 -0.16 1.23
N 2.08 -0.70 0.14
N 0.80 1.13 -0.05
H 0.50 -2.12 0.07
H 2.96 1.13 0.29
H -1.77 -0.91 -1.35
H -0.63 -0.03 -2.24
H -1.83 0.85 -1.18
H -1.59 0.66 1.19
H -0.28 -0.23 2.18
H -1.46 -1.04 1.07
H 0.56 2.05 -0.11
*
```

---

--- x ---
Formula: C5H9N2
Source: the Open Molecules 2025 dataset
Level of theory: ωB97M-V/def2-TZVPD

Calculated values
Lowest unoccupied orbital energy ... -3.639 eV
SMILES ... CCc1c[nH]c[nH+]1
Gap between HOMO and LUMO ... 10.7 eV
HOMO energy ... -14.3228 eV

```
! wB97M-V def2-TZVPD RIJCOSX def2/J DEFGRID3
* xyz 1 1
C 0.83 1.98 0.23
C 1.31 0.55 0.43
C 0.26 -0.44 0.05
C -0.05 -0.92 -1.18
N -1.29 -1.51 -1.05
C -1.72 -1.43 0.20
N -0.73 -0.89 0.92
H 0.98 2.34 -0.79
H -0.23 2.14 0.44
H 1.42 2.70 0.82
H 2.24 0.33 -0.09
H 1.48 0.43 1.51
H 0.51 -0.65 -2.05
H -1.91 -1.64 -1.84
H -2.66 -1.84 0.53
H -0.47 -1.15 1.86
*
```

---

--- y ---
Formula: C5H9N2
Source: the Open Molecules 2025 dataset
Level of theory: ωB97M-V/def2-TZVPD

Calculated values
Lowest unoccupied orbital energy ... -3.279 eV
Gap between HOMO and LUMO ... 11.3 eV
HOMO energy ... -14.5462 eV

```
! wB97M-V def2-TZVPD RIJCOSX def2/J DEFGRID3
* xyz 1 1
C -0.68 0.47 -1.08
C -0.01 -0.56 -0.56
C 0.75 1.34 0.48
C -1.05 0.70 1.07
C 0.48 -1.88 -1.02
N -0.63 1.50 -0.05
N 0.27 -0.02 0.85
H -1.18 0.84 -2.02
H 1.55 1.35 -0.33
H 0.91 1.99 1.33
H -1.20 1.28 2.10
H -2.04 0.12 1.17
H 1.40 -2.07 -0.48
H 0.78 -1.66 -1.98
H -0.08 -2.73 -1.06
H 0.73 -0.68 1.58
*
```

---

--- z ---
Formula: C5H9N2
Source: the Open Molecules 2025 dataset
Level of theory: ωB97M-V/def2-TZVPD

Calculated values
Lowest unoccupied orbital energy ... -4.984 eV
SMILES ... [H]/N=C(\C)C=[N+]1CC1
Gap between HOMO and LUMO ... 9.6 eV
HOMO energy ... -14.6026 eV

```
! wB97M-V def2-TZVPD RIJCOSX def2/J DEFGRID3
* xyz 1 1
C -0.05 -0.58 -0.50
C -1.29 0.31 -0.13
C 2.49 -0.47 -0.19
C 1.99 0.82 0.38
C -2.46 -0.52 0.34
N -1.16 1.50 -0.46
N 1.14 -0.24 -0.14
H -0.05 -1.40 -1.29
H 2.90 -0.74 -1.16
H 2.74 -1.28 0.66
H 2.05 0.92 1.54
H 1.86 1.78 -0.23
H -3.40 -0.10 0.10
H -2.41 -1.57 -0.05
H -2.34 -0.60 1.43
H -2.01 2.16 -0.31
*
```

---

Tell me which of them is the least stable. Sure, it is y.

---

--- w ---
Formula: C5H9N2
Source: the Open Molecules 2025 dataset
Level of theory: ωB97M-V/def2-TZVPD

Calculated values
Lowest unoccupied orbital energy ... -4.197 eV
Gap between HOMO and LUMO ... 10.0 eV
HOMO energy ... -14.2292 eV

```
! wB97M-V def2-TZVPD RIJCOSX def2/J DEFGRID3
* xyz 1 1
C -1.26 0.36 -0.02
C -0.95 0.09 2.33
C 1.28 0.20 0.44
C 0.52 -0.30 -1.80
C -0.84 0.17 -1.29
N -0.44 0.19 1.19
N 1.34 -0.63 -0.59
H -2.25 0.66 0.09
H -0.31 0.03 3.26
H -1.99 -0.04 2.43
H 1.36 1.32 0.15
H 1.99 -0.05 1.23
H 0.51 -1.25 -2.38
H 0.94 0.43 -2.53
H -1.47 0.50 -2.12
H 1.57 -1.67 -0.39
*
```

---

--- x ---
Formula: C5H9N2
Source: the Open Molecules 2025 dataset
Level of theory: ωB97M-V/def2-TZVPD

Calculated values
Lowest unoccupied orbital energy (spin up / spin down) ... -3.606 / -5.308 eV
Gap between HOMO and LUMO (spin up / spin down) ... 8.0 / 5.6 eV
HOMO energy (spin up / spin down) ... -11.5783 / -10.8665 eV

```
! wB97M-V def2-TZVPD RIJCOSX def2/J DEFGRID3
* xyz 1 1
C 0.72 -1.59 -2.63
C 1.05 -3.43 -1.66
C 0.77 -2.01 -1.36
C -0.25 2.60 1.16
C -0.31 0.16 1.63
N 0.51 -3.04 -2.76
N -0.99 1.30 1.07
H 0.42 -0.81 -3.28
H 1.17 -4.36 -1.15
H -0.86 3.41 0.76
H -0.01 2.80 2.20
H 0.67 2.53 0.59
H -0.36 0.06 2.70
H 0.55 -0.18 1.10
H -1.90 1.42 1.54
H -1.19 1.12 0.07
*
```

---

Tell me which of them is the least stable. Sure, it is x.

---

--- w ---
Formula: C5H9N2
Source: the Open Molecules 2025 dataset
Level of theory: ωB97M-V/def2-TZVPD

Calculated values
Lowest unoccupied orbital energy (spin up / spin down) ... -6.041 / -7.615 eV
Gap between HOMO and LUMO (spin up / spin down) ... 10.1 / 4.2 eV
HOMO energy (spin up / spin down) ... -16.1730 / -11.8628 eV

```
! wB97M-V def2-TZVPD RIJCOSX def2/J DEFGRID3
* xyz 1 1
C -1.34 -0.59 -0.54
C -0.14 -0.49 -1.41
C 0.20 -2.12 0.12
C -1.13 3.46 -0.85
C 1.17 -2.17 1.30
N -1.09 -1.52 0.32
N 0.72 -1.36 -0.99
H -2.27 -0.01 -0.70
H -0.10 -3.01 -0.42
H -1.25 4.48 -0.96
H -0.79 3.06 0.07
H -1.45 2.78 -1.65
H 0.92 -2.92 2.05
H 1.24 -1.22 1.92
H 2.16 -2.58 1.01
H 1.62 -1.35 -1.28
*
```

---

--- x ---
Formula: C5H9N2
Source: the Open Molecules 2025 dataset
Level of theory: ωB97M-V/def2-TZVPD

Calculated values
Lowest unoccupied orbital energy ... -4.058 eV
Gap between HOMO and LUMO ... 10.2 eV
HOMO energy ... -14.2193 eV

```
! wB97M-V def2-TZVPD RIJCOSX def2/J DEFGRID3
* xyz 1 1
C 2.00 0.03 -0.64
C 2.96 0.46 0.32
C -0.97 -1.38 0.03
C -0.67 -0.49 1.16
C -2.31 0.89 -0.52
N -1.43 0.00 0.26
N 1.46 0.21 0.45
H 1.76 -0.42 -1.59
H 3.70 -0.27 0.63
H 3.33 1.55 0.52
H -0.15 -1.56 -0.79
H -1.59 -2.15 0.10
H -0.38 -0.13 2.10
H -1.87 1.86 -0.70
H -2.55 0.37 -1.33
H -3.29 1.03 0.01
*
```

---

Tell me which of them is the least stable. Sure, it is w.

---

--- w ---
Formula: C5H9N2
Source: the Open Molecules 2025 dataset
Level of theory: ωB97M-V/def2-TZVPD

Calculated values
Lowest unoccupied orbital energy ... -4.592 eV
SMILES ... [H]/N=C(\C)C=[N+]1CC1
Gap between HOMO and LUMO ... 9.9 eV
HOMO energy ... -14.4688 eV

```
! wB97M-V def2-TZVPD RIJCOSX def2/J DEFGRID3
* xyz 1 1
C -0.09 0.75 -0.22
C 1.41 -0.20 -0.10
C -2.61 0.38 -0.07
C -1.96 -0.93 0.23
C 2.62 0.60 0.14
N 1.13 -1.40 -0.24
N -1.20 0.23 -0.06
H 0.02 1.80 -0.48
H -3.07 0.54 -1.04
H -3.05 0.96 0.73
H -1.93 -1.28 1.26
H -1.94 -1.72 -0.51
H 3.27 0.05 0.82
H 3.16 0.72 -0.80
H 2.40 1.58 0.55
H 1.87 -2.09 -0.21
*
```

---

--- x ---
Formula: C5H9N2
Source: the Open Molecules 2025 dataset
Level of theory: ωB97M-V/def2-TZVPD

Calculated values
Lowest unoccupied orbital energy ... -3.832 eV
SMILES ... C=C1C[NH+]=CN1C
Gap between HOMO and LUMO ... 9.7 eV
HOMO energy ... -13.5320 eV

```
! wB97M-V def2-TZVPD RIJCOSX def2/J DEFGRID3
* xyz 1 1
C -1.33 0.13 0.68
C 0.80 -0.01 0.05
C 1.90 -0.39 -0.61
C 0.74 0.81 1.28
C -1.09 -0.81 -1.57
N -0.58 -0.40 -0.27
N -0.66 0.72 1.64
H -2.40 0.34 0.76
H 2.12 -0.88 -1.56
H 2.81 -0.03 -0.36
H 1.30 0.28 2.00
H 0.89 1.84 1.16
H -0.81 -0.10 -2.47
H -0.73 -1.87 -1.73
H -2.13 -0.71 -1.55
H -0.84 1.08 2.56
*
```

---

--- y ---
Formula: C5H9N2
Source: the Open Molecules 2025 dataset
Level of theory: ωB97M-V/def2-TZVPD

Calculated values
Lowest unoccupied orbital energy (spin up / spin down) ... -5.560 / -5.936 eV
Gap between HOMO and LUMO (spin up / spin down) ... 7.9 / 7.6 eV
HOMO energy (spin up / spin down) ... -13.4831 / -13.5489 eV

```
! wB97M-V def2-TZVPD RIJCOSX def2/J DEFGRID3
* xyz 1 1
C -0.57 0.02 -0.17
C -2.99 0.64 0.13
C 0.88 0.07 -1.93
C 1.60 -0.35 -0.71
C 0.86 -0.27 1.82
N -1.73 0.25 0.11
N 0.63 -0.31 0.35
H -3.17 1.50 -0.42
H -3.60 -0.21 0.53
H 0.50 -0.56 -2.63
H 0.43 0.97 -2.03
H 2.00 -1.39 -0.86
H 2.42 0.35 -0.45
H 1.90 0.24 1.88
H 0.88 -1.30 2.18
H -0.04 0.34 2.20
*
```

---

Tell me which of them is the least stable. Sure, it is y.